Record 1
Molecular formula: C6H10O
Method: DFT, ωB97M-V with the def2-TZVPD basis set

CARTESIAN COORDINATES (ANGSTROEM)
C1 0.0189 1.5308 -0.0371
C2 1.5577 -0.3453 -0.8156
C3 0.7995 0.7348 -1.0487
H1 -2.0118 1.3478 -0.9288
C4 1.8261 -0.9493 0.5065
C5 -1.4108 1.0381 -0.0729
H2 0.6682 1.0359 -2.0891
H3 -0.5350 -2.5218 -0.4937
H4 0.4374 1.3962 0.9604
H5 2.4750 -1.8498 0.4691
H6 -2.9407 -0.1688 0.7407
C6 -1.9243 0.2066 0.8294
H7 -1.3348 -0.1371 1.6768
O1 1.4038 -0.5604 1.5777
H8 2.0091 -0.8650 -1.6588
H9 0.0591 2.5948 -0.3016
H10 -0.9325 -1.9488 -0.2324

Force components x, y, z for each atom (eV/Å):
C 0.1 0.0 0.1
C -0.1 0.2 -0.1
C 0.1 -0.1 0.0
H 0.1 -0.1 0.1
C -0.1 0.1 0.3
C -0.1 -0.1 0.1
H 0.0 0.0 0.1
H -0.1 0.0 0.0
H -0.1 0.0 -0.1
H -0.1 0.1 0.0
H 0.1 0.1 0.0
C 0.1 0.1 -0.1
H -0.1 0.1 -0.1
O 0.2 -0.2 -0.5
H 0.0 0.1 0.1
H 0.0 -0.2 0.0
H 0.1 -0.1 0.0

Computed properties:
- energy relative to the best compared isomer or geometry (same formula, charge and spin) (kJ/mol) = 208.4
- SMILES = C=CC/C=C\C=O.[H][H]
- orbital gap (eV) = 9.784
- multiplicity = 1

Record 2
Molecular formula: C4H4N3
Method: DFT, ωB97M-V with the def2-TZVPD basis set

CARTESIAN COORDINATES (ANGSTROEM)
H1 0.4481 -1.9968 0.2232
C1 -1.3930 0.6709 -0.0446
C2 2.1401 -0.0431 -0.0092
C3 -0.1042 1.1989 -0.1138
H2 0.2425 2.2560 -0.0161
N1 -1.2048 -0.6878 0.0198
N2 0.7776 0.1126 0.0341
N3 3.3756 -0.2879 -0.0686
H3 -2.0094 -1.3227 -0.0133
C4 0.0801 -1.0052 0.1022
H4 -2.3527 1.1051 -0.1137

Force components x, y, z for each atom (eV/Å):
H 0.4 -0.4 -0.1
C 3.5 0.2 -0.6
C 9.8 -1.0 -0.5
C -0.9 1.1 1.1
H -0.3 -1.3 -0.5
N -0.9 -0.4 0.2
N 0.3 0.1 -0.3
N -9.9 2.0 0.5
H 0.8 0.0 0.2
C -2.0 -0.7 -0.1
H -0.6 0.5 0.0

Computed properties:
- net charge = +1
- energy relative to the best compared isomer or geometry (same formula, charge and spin) (kJ/mol) = 0.0
- SMILES = N#C[n+]1cc[nH]c1
- orbital gap (eV) = 10.728
- multiplicity = 1

Record 3
Molecular formula: C4H3LiOZn
Method: DFT, ωB97M-V with the def2-TZVPD basis set

CARTESIAN COORDINATES (ANGSTROEM)
H1 -1.5793 1.5589 -0.8410
H2 -1.9732 -0.2874 -0.1365
C1 -0.4077 1.3196 -0.5338
C2 -0.9756 0.1490 -0.1335
H3 1.8569 -2.5709 0.4475
Zn1 2.1462 0.3750 -0.5219
Li1 -1.0983 0.7139 2.1490
C3 1.0969 -1.8324 0.2348
O1 0.7799 1.6392 -0.7512
C4 0.1543 -1.0650 0.0867

Force components x, y, z for each atom (eV/Å):
H 3.1 2.7 -0.5
H 0.0 0.7 -0.3
C -6.4 -2.4 -0.6
C 4.4 -4.6 2.0
H -0.3 -0.1 -0.1
Zn -1.1 -1.0 0.1
Li -0.2 0.0 0.1
C 0.7 0.7 -0.1
O 1.3 1.4 -0.2
C -1.4 2.4 -0.3

Computed properties:
- net charge = +2
- energy relative to the best compared isomer or geometry (same formula, charge and spin) (kJ/mol) = 0.0
- orbital gap (eV) = 7.035
- multiplicity = 1

Record 4
Molecular formula: C4H5NO2
Method: DFT, ωB97M-V with the def2-TZVPD basis set

CARTESIAN COORDINATES (ANGSTROEM)
C1 0.8446 1.7887 -0.0372
H1 -0.6842 -2.5047 0.2607
H2 0.3283 2.6467 -0.4973
C2 0.4659 -0.5560 0.6805
H3 0.5145 -0.6046 1.7732
C3 -1.2963 -0.7222 -0.7775
C4 -0.5745 -1.4494 0.0633
H4 1.4764 -0.7351 0.2843
H5 -2.0552 -1.0073 -1.4937
O1 2.0178 1.7706 0.2578
O2 -1.0145 0.6133 -0.7691
N1 -0.0229 0.7600 0.2549

Force components x, y, z for each atom (eV/Å):
C 0.2 0.0 0.1
H 0.1 0.1 -0.2
H 0.1 -0.2 -0.1
C 0.1 0.0 0.1
H 0.0 0.1 -0.2
C 0.0 -0.2 0.1
C -0.1 0.0 -0.2
H -0.1 0.0 0.1
H 0.0 0.1 0.2
O -0.4 0.1 0.1
O -0.1 0.0 -0.1
N 0.3 0.1 0.0

Computed properties:
- energy relative to the best compared isomer or geometry (same formula, charge and spin) (kJ/mol) = 264.1
- SMILES = O=CN1CC=CO1
- orbital gap (eV) = 9.648
- multiplicity = 1

Record 5
Molecular formula: C6H12
Method: DFT, ωB97M-V with the def2-TZVPD basis set

CARTESIAN COORDINATES (ANGSTROEM)
H1 0.5129 0.8852 1.2600
C1 2.7924 -0.7826 -0.7767
H2 3.0057 -0.3861 -1.7695
H3 -1.5968 -1.1693 1.1921
H4 3.6303 -0.6005 -0.1061
C2 1.5643 -0.1122 -0.2356
H5 -1.3868 0.4164 1.9491
H6 0.6863 -0.2320 -0.8629
C3 -2.0218 -0.1771 1.2932
C4 1.4816 0.5865 0.8927
C5 -1.8393 0.0950 -1.2433
C6 -2.1055 0.5588 -0.0304
H7 2.3492 0.7870 1.5086
H8 -2.7233 1.4514 0.0411
H9 -3.0217 -0.2560 1.7119
H10 2.5655 -1.8445 -0.8492
H11 -2.2229 0.5648 -2.1371
H12 -1.3722 -0.8707 -1.4026

Force components x, y, z for each atom (eV/Å):
H 0.0 0.4 -0.1
C -0.4 0.6 0.3
H 0.2 -0.2 -0.1
H 0.1 -0.1 0.0
H 0.2 -0.2 -0.1
C 0.1 0.2 0.0
H -0.2 -0.2 0.4
H -0.1 0.0 0.3
C 0.7 0.6 -0.8
C -0.1 -0.5 -0.3
C -0.2 -0.5 0.1
C -1.3 -0.5 0.2
H 0.0 -0.1 0.1
H 0.3 0.3 -0.1
H 0.0 0.0 0.1
H 0.3 -0.1 -0.1
H 0.3 0.4 0.0
H 0.1 0.0 0.1

Computed properties:
- energy relative to the best compared isomer or geometry (same formula, charge and spin) (kJ/mol) = 197.9
- SMILES = C=CC.C=CC
- orbital gap (eV) = 10.616
- multiplicity = 1

Record 6
Molecular formula: C7H9NO
Method: DFT, ωB97M-V with the def2-TZVPD basis set

CARTESIAN COORDINATES (ANGSTROEM)
H1 -0.2631 2.1175 -1.1827
C1 0.2266 -1.4051 0.0730
H2 0.0361 -0.5444 2.2612
H3 0.6074 2.5964 0.6358
H4 2.7293 0.5191 0.8034
C2 -0.2500 -0.4155 -0.9480
H5 0.3571 -0.3350 -1.9148
H6 -0.0063 -2.3578 -0.0212
C3 -1.7657 -0.3349 0.6785
C4 0.3532 0.5324 0.1755
C5 -0.4245 -0.2650 1.1484
H7 2.0639 0.5286 -1.0365
C6 1.7643 0.2206 0.0499
C7 -1.8141 -0.4541 -0.7153
H8 -2.6649 -0.5962 1.3716
H9 -2.5937 -0.4618 -1.3869
N1 -0.0611 1.8985 0.0157
O1 1.7055 -1.2432 -0.0077

Force components x, y, z for each atom (eV/Å):
H 1.5 -0.3 5.1
C 3.1 3.5 0.1
H -1.9 1.4 -2.7
H -2.2 -1.9 -2.9
H -3.2 -0.5 -1.7
C -0.3 1.0 -0.8
H -1.5 -0.4 1.0
H -1.2 -4.6 0.2
C -5.3 -1.7 -1.3
C -2.0 3.7 -2.0
C 4.6 -4.6 2.7
H -0.1 0.0 2.0
C 4.8 -1.2 -1.0
C 4.2 1.3 4.4
H 1.7 1.0 -1.3
H -1.5 -0.3 -1.2
N 1.0 3.2 -1.9
O -1.8 0.3 1.3

Computed properties:
- energy relative to the best compared isomer or geometry (same formula, charge and spin) (kJ/mol) = 650.2
- orbital gap (eV) = 9.342
- multiplicity = 1

no.,highest occupied orbital energy (eV)
1,-9.6643
2,-15.5519
3,-18.3295
4,-8.7479
5,-9.4627
6,-8.4719